1.
{"formula": "C44H46GeOP2SeSn", "method": "the ωB97M-V functional and the def2-TZVPD basis", "elements": ["Sn", "C", "C", "C", "C", "C", "C", "C", "C", "P", "C", "C", "C", "C", "C", "C", "C", "C", "C", "C", "C", "C", "C", "O", "C", "C", "C", "C", "C", "C", "P", "C", "C", "C", "C", "C", "C", "C", "C", "C", "C", "C", "C", "H", "H", "H", "H", "H", "H", "H", "H", "H", "H", "H", "H", "H", "H", "H", "H", "H", "H", "H", "H", "H", "H", "H", "H", "H", "H", "H", "H", "H", "H", "H", "H", "C", "Ge", "C", "C", "C", "Se", "C", "H", "H", "H", "H", "H", "H", "H", "H", "H", "H", "H", "H", "H", "H"], "positions_angstrom": [[-1.0576, 0.5071, 0.5533], [1.7926, -5.8349, 2.2816], [0.7754, -4.6906, 2.4199], [-0.2293, -5.0131, 3.5438], [0.0084, -4.5213, 1.1139], [-0.5137, -5.6165, 0.4347], [-1.2141, -5.4799, -0.7546], [-1.4163, -4.2238, -1.2926], [-0.9282, -3.1043, -0.6260], [-1.3208, -1.4425, -1.2468], [-0.7018, -1.3598, -2.9486], [-1.1557, -0.3287, -3.7746], [-0.7408, -0.2665, -5.0944], [0.1350, -1.2226, -5.5929], [0.6211, -2.2215, -4.7623], [0.2131, -2.2896, -3.4380], [-3.1375, -1.5533, -1.3537], [-3.8512, -1.5372, -0.1536], [-5.2170, -1.7627, -0.1501], [-5.8777, -2.0094, -1.3463], [-5.1747, -2.0181, -2.5414], [-3.8068, -1.7886, -2.5510], [-0.2375, -3.2656, 0.5730], [0.1756, -2.1042, 1.1887], [1.1662, -2.1969, 2.1405], [1.8358, -1.0118, 2.4349], [2.8615, -1.0093, 3.3731], [3.1838, -2.1835, 4.0263], [2.5025, -3.3521, 3.7218], [1.4979, -3.3940, 2.7596], [1.4092, 0.5122, 1.5551], [1.1550, 1.7685, 2.8328], [1.2610, 3.1176, 2.4920], [0.9028, 4.0942, 3.4065], [0.4092, 3.7283, 4.6517], [0.2975, 2.3882, 4.9928], [0.6637, 1.4045, 4.0863], [2.9010, 0.8913, 0.6013], [3.9416, 1.6776, 1.0859], [5.0858, 1.8341, 0.3170], [5.1924, 1.2077, -0.9171], [4.1569, 0.4154, -1.3957], [3.0083, 0.2594, -0.6385], [1.2938, -6.7722, 2.0445], [2.3346, -5.9944, 3.2110], [2.5140, -5.6176, 1.4931], [-0.7701, -5.9321, 3.3153], [-0.9565, -4.2067, 3.6540], [0.2863, -5.1455, 4.4957], [-0.3765, -6.6064, 0.8472], [-1.6070, -6.3549, -1.2536], [-1.9544, -4.1053, -2.2245], [-1.8575, 0.4062, -3.3961], [-1.1072, 0.5220, -5.7385], [0.4364, -1.1887, -6.6313], [1.3152, -2.9581, -5.1444], [0.5971, -3.0690, -2.7940], [-3.3396, -1.3857, 0.7914], [-5.7623, -1.7525, 0.7839], [-6.9420, -2.2031, -1.3461], [-5.6927, -2.2111, -3.4713], [-3.2632, -1.7969, -3.4868], [3.3960, -0.0923, 3.5879], [3.9687, -2.1960, 4.7700], [2.7670, -4.2590, 4.2471], [1.6593, 3.4005, 1.5241], [1.0055, 5.1396, 3.1466], [0.1173, 4.4910, 5.3613], [-0.0833, 2.1030, 5.9643], [0.5933, 0.3595, 4.3599], [3.8612, 2.1624, 2.0512], [5.9025, 2.4409, 0.6847], [6.0875, 1.3340, -1.5114], [4.2416, -0.0778, -2.3553], [2.1889, -0.3598, -0.9933], [-3.5222, 5.5029, -1.4349], [-1.5703, 5.6684, -1.3968], [-0.7793, 5.7265, -3.1964], [-0.9043, 7.0808, -0.2088], [-0.9279, 3.9970, -0.4375], [-0.8563, 2.3696, -1.5035], [0.9310, 2.6696, -2.2161], [-3.9524, 6.3375, -1.9872], [-3.9261, 5.5139, -0.4230], [-3.8248, 4.5756, -1.9219], [-1.2929, 6.4943, -3.7752], [-0.8989, 4.7787, -3.7227], [0.2771, 5.9919, -3.1581], [-1.2973, 8.0523, -0.5071], [0.1840, 7.1306, -0.2432], [-1.2188, 6.8902, 0.8176], [-1.6215, 3.8109, 0.3852], [0.0681, 4.1319, -0.0186], [0.9089, 3.6590, -2.6660], [1.1399, 1.9127, -2.9674], [1.6575, 2.6278, -1.4130]], "molar_mass_g_mol": 923.08, "homo_energy_ev": -13.43, "homo_lumo_gap_ev": 8.03, "total_charge": 2, "e_tot_ev": -194681.7757}

***

2.
{"formula": "CHNO2S", "method": "the ωB97M-V functional and the def2-TZVPD basis", "elements": ["C", "N", "O", "O", "S", "H"], "positions_angstrom": [[-0.5398, 0.2038, 0.0511], [-0.6934, 1.4467, -0.0786], [-1.5674, 2.2777, -0.0089], [-3.1272, -0.2693, 0.0963], [-1.8659, -0.9880, -0.0696], [0.4496, -0.2167, -0.0020]], "molar_mass_g_mol": 91.09, "homo_energy_ev": [-8.86, -9.52], "homo_lumo_gap_ev": [7.72, 7.85], "e_tot_ev": -17469.1750}

***

3.
{"formula": "C2H5N3O", "method": "the ωB97M-V functional and the def2-TZVPD basis", "elements": ["H", "N", "C", "O", "C", "N", "N", "H", "H", "H", "H"], "positions_angstrom": [[2.9561, -0.6254, 0.4324], [1.9518, -0.4933, 0.5268], [1.4228, -0.4373, -0.6115], [0.0834, -0.2908, -0.8106], [-0.6814, 0.3691, 0.1310], [-1.7676, -0.4087, 0.4650], [-0.3577, 1.5274, 0.5138], [-1.0195, 1.8850, 1.1984], [1.9114, -0.5439, -1.5835], [-1.9469, -1.1945, -0.1410], [-2.5923, 0.0808, 0.7767]], "molar_mass_g_mol": 87.08, "homo_energy_ev": -9.49, "homo_lumo_gap_ev": 10.36, "e_tot_ev": -8672.3917, "smiles": "[H]/N=C/O/C(N)=N/[H]"}

***

4.
{"formula": "C5H8N", "method": "the ωB97M-V functional and the def2-TZVPD basis", "elements": ["C", "N", "C", "C", "C", "C", "H", "H", "H", "H", "H", "H", "H", "H"], "positions_angstrom": [[1.4367, 0.9027, 0.3774], [0.2117, 0.7471, -0.5269], [-0.8796, 1.6522, -0.2261], [-1.8503, 1.0479, 0.2661], [-2.0316, -0.3992, 0.2065], [-0.5086, -0.6370, -0.2877], [0.9398, 0.9865, 1.4280], [1.9963, 0.0927, 0.1222], [2.0728, 1.8397, 0.3484], [0.3822, 1.0359, -1.5292], [-2.2957, -1.0298, 1.1801], [-2.6512, -0.8614, -0.6138], [-0.2070, -1.1751, 0.6237], [-0.2568, -1.1185, -1.2554]], "molar_mass_g_mol": 82.13, "homo_energy_ev": [-14.66, -15.30], "homo_lumo_gap_ev": [8.37, 9.51], "total_charge": 1, "e_tot_ev": -6790.9495, "smiles": "C[N@@H+]1C#CCC1"}

***

5.
{"formula": "C17H10Br2ClNO3Yb", "method": "the ωB97M-V functional and the def2-TZVPD basis", "elements": ["Yb", "Cl", "C", "C", "C", "C", "O", "C", "C", "O", "C", "H", "H", "H", "H", "C", "C", "C", "C", "C", "C", "Br", "C", "C", "Br", "C", "O", "C", "N", "H", "H", "H", "H", "H", "H"], "positions_angstrom": [[-0.5878, -1.7767, -0.1391], [6.8058, -1.0654, 0.8047], [5.1617, -1.2604, 0.3641], [4.8114, -0.8038, -0.9104], [3.5064, -0.9584, -1.3564], [2.4813, -1.5312, -0.5827], [1.2666, -1.5431, -1.1503], [2.8325, -1.9837, 0.7334], [1.9359, -2.4741, 1.6640], [0.7110, -2.6410, 1.4919], [4.2136, -1.7986, 1.1690], [5.5707, -0.3835, -1.5351], [3.2561, -0.6630, -2.3679], [2.2859, -2.7221, 2.6484], [4.4539, -2.0815, 2.2244], [0.8427, 1.4150, 0.7460], [-0.5732, 1.5286, 0.2753], [-1.1983, 2.7659, 0.1415], [-2.5020, 2.8291, -0.1259], [-3.2536, 1.6760, -0.3006], [-4.6428, 1.6924, -0.5197], [-5.5261, 3.3051, -0.4526], [-5.3619, 0.5742, -0.7953], [-4.6420, -0.6252, -0.9525], [-5.5971, -2.1865, -1.5427], [-3.2791, -0.7594, -0.6594], [-2.5799, -1.8674, -0.7282], [-2.5826, 0.4509, -0.2463], [-1.2213, 0.3800, 0.1219], [0.8132, 1.4982, 1.8113], [1.3472, 2.2830, 0.3934], [1.3522, 0.5389, 0.4306], [-0.6443, 3.6841, 0.3587], [-2.9979, 3.8074, -0.1385], [-6.4581, 0.6961, -0.8750]], "molar_mass_g_mol": 644.57, "multiplicity": 2, "homo_energy_ev": [-11.02, -11.02], "homo_lumo_gap_ev": [6.68, 6.63], "total_charge": 1, "e_tot_ev": -209557.8379, "s2": 0.7509}

***

6.
{"formula": "C2H6O2P", "method": "the ωB97M-V functional and the def2-TZVPD basis", "elements": ["C", "C", "O", "O", "P", "H", "H", "H", "H", "H", "H"], "positions_angstrom": [[0.2568, 1.2454, 1.8199], [-0.2680, -0.5130, -2.3457], [-1.7690, -0.7127, 1.5857], [0.7541, -1.2330, 1.2752], [-0.5085, -0.1392, 1.1110], [-0.3071, 2.1918, 1.5852], [1.3054, 1.3663, 1.6048], [0.5034, -1.1065, -2.7498], [-1.1935, -0.9800, -2.3613], [-0.3614, 0.6397, -2.4256], [1.5878, -0.7588, 0.9007]], "molar_mass_g_mol": 93.04, "homo_energy_ev": [-3.49, -1.80], "homo_lumo_gap_ev": [7.45, 5.50], "total_charge": -1, "e_tot_ev": -15553.1042}

***

For the records above, the corresponding relative energy (zero: lowest compared OMol25 entry of this formula, charge and spin) values read 6.01 69.19 28.84 164.63 0.00 103.96 kcal per mole.